(1)
This record from the OMol25 dataset describes a single C3H10N2 molecule at a distorted geometry. The level of theory is wB97M-V/def2-TZVPD.

Each line ends with the Mulliken charge.
Positions of all 15 atoms, in Å:
1 C 1.1175 -0.0606 -1.2502  -0.875
2 N -0.2698 -0.4337 -1.0086  -0.393
3 C -0.7492 -0.3141 0.3536  0.111
4 C -0.7191 1.1014 0.9239  -1.187
5 N -0.0056 -1.2459 1.1610  -0.700
6 H 1.4358 0.8284 -0.7001  0.296
7 H 1.2504 0.1562 -2.3156  0.349
8 H 1.7888 -0.8909 -1.0094  0.235
9 H -0.8657 0.1485 -1.5963  0.253
10 H -1.7954 -0.6422 0.3562  0.372
11 H 0.2986 1.4729 1.0824  0.294
12 H -1.2327 1.1351 1.8915  0.341
13 H -1.2341 1.7997 0.2545  0.320
14 H 0.9610 -0.9362 1.2191  0.277
15 H 0.0193 -2.1186 0.6381  0.308

Properties
Energy relative to the best compared isomer or geometry (same formula, charge and spin) in eV: 0.316
LUMO energy in eV: 1.07
Multiplicity: 1


(2)
This record from the OMol25 dataset describes 2 unconnected molecules or ions with the total composition C3H10N2 at a distorted geometry. The level of theory is wB97M-V/def2-TZVPD.

Each line ends with the Mulliken charge.
Positions of all 15 atoms, in Å:
1 H -2.0155 -3.4505 -2.2901  0.233
2 N -1.3440 -2.7466 -2.0079  -0.637
3 C -1.3496 -1.7136 -2.7282  0.067
4 N -0.5017 -0.6558 -2.4233  -0.499
5 H -1.8802 -1.5604 -3.6750  0.321
6 H -0.8605 0.2811 -2.4680  0.237
7 H -0.0107 -0.9263 -1.5803  0.281
8 C 0.3175 1.4159 1.7944  -0.763
9 C 1.6573 1.2379 2.4880  -0.848
10 H -0.3153 2.0269 2.4367  0.283
11 H 0.4713 1.8963 0.8203  0.231
12 H -0.2012 0.4867 1.5573  0.264
13 H 2.0743 2.2337 2.6606  0.257
14 H 2.3775 0.6496 1.9270  0.289
15 H 1.5807 0.8250 3.4883  0.284

Properties
Energy relative to the best compared isomer or geometry (same formula, charge and spin) in eV: 0.428
LUMO energy in eV: 1.00
Multiplicity: 1


Number 1: orbital gap 0.366 Eh. Number 2: orbital gap 0.385 Eh.